Computed, not measured: a cluster of 2 separate species, C3H11N3O in total, with wB97M-V/def2-TZVPD.

Geometry as ORCA input:
```
! RIJCOSX wB97M-V def2-TZVPD def2/J DEFGRID3
* xyz 0 1
N -1.324 0.968 -0.055
C -1.150 1.353 -1.344
N -1.533 2.726 -1.548
O -0.726 0.656 -2.240
H -0.940 0.086 0.274
H -1.331 1.747 0.574
H -1.042 3.034 -2.376
H -2.530 2.743 -1.755
C 1.713 -0.367 1.123
C 1.245 -1.805 0.931
N -0.135 -1.822 0.382
H 1.049 0.137 1.825
H 2.724 -0.325 1.533
H 1.693 0.177 0.181
H 1.917 -2.302 0.228
H 1.289 -2.368 1.860
H -0.166 -2.244 -0.537
H -0.753 -2.393 0.944
*
```

Properties
structure (SMILES) = NC(N)=O.CCN

---

Computed, not measured: a cluster of 2 separate species, C2Cl6OS in total, with wB97M-V/def2-TZVPD.

Geometry as ORCA input:
```
! RIJCOSX wB97M-V def2-TZVPD def2/J DEFGRID3
* xyz 0 1
C -0.980 0.780 0.291
C -0.962 -0.699 0.018
O 1.281 0.879 -0.288
S 2.268 0.045 -1.025
Cl -0.769 1.428 1.801
Cl -1.367 1.920 -0.974
Cl -0.069 -1.488 1.261
Cl -2.725 -1.228 0.356
Cl -0.471 -1.286 -1.620
Cl 3.793 -0.352 0.179
*
```

---

Energy above the lowest of the compared OMol25 structures with the same formula, charge and spin in kcal/mol, matching the order above: 0.00, 29.98